Density functional theory data (ωB97M-V with the def2-TZVPD basis set) for C2H5NO2 in the gas phase.

Summary:
ΔE to the lowest compared entry with this formula, charge and spin   4.2241 eV
Electronic energy   -284.3121 a.u.
Total charge   0
HOMO level   -0.298 Eh
SMILES   C/C(O)=[NH+]/[O-]
Gap between HOMO and LUMO   8.56 eV

Element x y z (Å)
C: 0.206744 0.259076 0.047865
C: -0.669725 -0.656818 0.817828
N: 0.955949 -0.124463 -0.981601
O: 0.321040 0.808046 -1.909537
O: 0.319887 1.483480 0.519581
H: 0.752958 1.999256 -0.193372
H: 0.806411 -1.090222 -1.265784
H: -1.559227 -0.847501 0.211228
H: -0.167390 -1.611544 0.985955
H: -0.966647 -0.219309 1.767837

Forces on the atoms, in the same order (eV/Å):
0.80 -0.07 0.43
0.03 0.06 0.10
-0.83 0.21 0.26
0.35 0.17 -0.26
-0.32 -0.47 -0.37
-0.05 -0.12 -0.07
-0.03 0.10 0.03
0.04 0.04 0.00
0.01 0.06 -0.08
-0.01 0.01 -0.05